The following is a DFT calculation (ωB97M-V with the def2-TZVPD basis set) of C4H9NOS in the gas phase at a distorted geometry.

Element x y z (Å)
O (0.7900, -2.5856, 1.7328)
C (1.1572, -1.6781, 1.0246)
N (1.0102, -0.3512, 1.2579)
C (1.0950, 0.6273, 0.2124)
C (-0.2631, 1.2692, -0.2172)
C (-1.0130, 0.3576, -1.1699)
S (-2.7419, 0.1677, -0.5094)
H (1.5007, -1.8527, -0.0228)
H (0.3333, -0.2421, 2.0085)
H (1.8746, 1.4021, 0.3517)
H (1.4726, 0.1180, -0.6794)
H (-0.7206, 1.5188, 0.7428)
H (0.1131, 2.1676, -0.7427)
H (-1.1591, 0.8726, -2.1183)
H (-0.5587, -0.6246, -1.2751)
H (-2.8901, -1.1666, -0.5959)

Results
Total energy: -685.97467 Eh
Kohn-Sham gap: 0.370 Eh
HOMO: -9.222 eV
Structure (SMILES): O=CNCCCS



The following is a DFT calculation (ωB97M-V with the def2-TZVPD basis set) of 12 unconnected molecules or ions with the total composition C48H96O24 at a distorted geometry.

Element x y z (Å)
C (-0.4982, 1.3980, 5.8539)
C (0.6719, 1.1201, 4.8866)
O (0.6050, -0.2428, 4.4209)
C (1.6634, -0.7876, 3.7741)
C (1.3266, -2.1441, 3.1901)
O (2.7225, -0.2639, 3.5879)
H (-0.6246, 0.6538, 6.6178)
H (-1.4258, 1.5541, 5.3505)
H (-0.3563, 2.3268, 6.4086)
H (0.5194, 1.7376, 4.0193)
H (1.6908, 1.2618, 5.3022)
H (2.1814, -2.5137, 2.5470)
H (0.4630, -2.0929, 2.5628)
H (1.0628, -2.9030, 3.9029)
C (-5.9481, 5.5905, -3.4454)
C (-4.7908, 4.7317, -3.0149)
O (-3.5108, 5.3853, -3.4434)
C (-2.3888, 4.8553, -2.9624)
C (-1.1626, 5.6104, -3.4696)
O (-2.3047, 3.9380, -2.1785)
H (-5.9647, 5.7659, -4.5401)
H (-5.9179, 6.5520, -2.9489)
H (-6.9457, 5.1932, -3.1674)
H (-4.7117, 4.6762, -1.9563)
H (-4.8172, 3.7209, -3.4026)
H (-1.0893, 5.5914, -4.5288)
H (-0.2555, 5.1728, -3.0641)
H (-1.1657, 6.6524, -3.1623)
C (0.4718, -4.4312, -0.7382)
C (0.7394, -5.0103, 0.6474)
O (-0.4742, -5.6486, 1.1646)
C (-0.6148, -5.5655, 2.4736)
C (-2.0030, -5.9837, 2.9719)
O (0.2252, -5.2636, 3.2467)
H (0.0961, -5.1137, -1.5290)
H (1.4097, -4.0852, -1.1338)
H (-0.2492, -3.6337, -0.7609)
H (1.5648, -5.7054, 0.6148)
H (1.0206, -4.2058, 1.3286)
H (-1.9290, -6.7956, 3.6607)
H (-2.6781, -6.2715, 2.1555)
H (-2.4284, -5.1824, 3.5185)
C (2.9298, -7.3401, -4.1609)
C (2.7904, -6.4030, -2.9752)
O (2.3610, -5.0977, -3.3590)
C (3.2396, -4.1904, -3.8956)
C (2.6017, -2.9331, -4.3207)
O (4.4124, -4.4189, -4.0392)
H (3.7170, -6.9956, -4.8382)
H (2.0276, -7.4252, -4.8023)
H (3.2483, -8.3223, -3.8083)
H (1.9670, -6.7341, -2.3195)
H (3.7453, -6.2604, -2.4231)
H (3.2970, -2.2157, -4.7231)
H (2.1901, -2.4248, -3.4873)
H (1.8193, -3.0174, -5.0335)
C (2.0621, -0.7633, -0.5647)
C (0.5134, -0.6769, -0.7669)
O (-0.0115, 0.6456, -0.6823)
C (0.0120, 1.2936, 0.5005)
C (-0.5396, 2.6801, 0.4421)
O (0.4255, 0.8378, 1.5209)
H (2.5816, -0.5115, -1.4737)
H (2.4279, -1.7813, -0.3544)
H (2.4636, -0.0014, 0.1134)
H (0.2656, -1.0621, -1.7425)
H (-0.0219, -1.3165, -0.0229)
H (-1.6272, 2.6131, 0.6469)
H (-0.5595, 3.2120, -0.5216)
H (-0.0685, 3.3035, 1.1983)
C (5.5740, -0.0825, 1.9286)
C (5.7806, 0.5735, 0.5871)
O (5.2861, -0.3285, -0.4216)
C (6.1895, -1.2554, -0.7835)
C (5.5970, -2.2090, -1.8047)
O (7.2876, -1.3457, -0.3007)
H (6.1244, -1.0061, 1.9030)
H (4.5044, -0.2980, 2.0946)
H (5.9513, 0.5429, 2.7358)
H (5.1971, 1.4633, 0.4519)
H (6.8266, 0.7079, 0.3971)
H (4.8493, -2.9254, -1.4890)
H (6.3847, -2.8326, -2.2222)
H (5.1019, -1.6166, -2.5812)
C (-7.6956, 4.4519, 2.8158)
C (-6.7506, 5.6044, 2.5644)
O (-5.4402, 5.1589, 2.3582)
C (-5.0978, 4.8035, 1.1045)
C (-3.7647, 4.1032, 1.0050)
O (-5.8256, 4.9193, 0.1533)
H (-8.7263, 4.8228, 2.9528)
H (-7.4321, 3.9336, 3.7958)
H (-7.6001, 3.6381, 2.0892)
H (-7.0075, 6.2070, 1.6998)
H (-6.7494, 6.1423, 3.5187)
H (-3.9123, 3.1344, 1.4602)
H (-2.9780, 4.6537, 1.5124)
H (-3.5809, 3.9880, -0.0721)
C (7.1888, -6.8742, -0.4700)
C (5.8734, -6.0650, -0.4994)
O (5.8033, -5.1508, 0.5882)
C (4.5959, -4.5547, 0.7992)
C (4.4714, -3.8890, 2.1167)
O (3.7230, -4.6594, 0.0034)
H (8.0355, -6.1717, -0.4234)
H (7.2734, -7.4393, -1.3740)
H (7.2160, -7.5746, 0.3612)
H (5.7170, -5.5708, -1.4531)
H (5.1134, -6.8105, -0.3768)
H (3.4868, -4.2472, 2.4610)
H (4.4525, -2.7799, 2.0208)
H (5.2068, -4.1950, 2.8494)
C (0.5758, 6.0080, 0.2718)
C (1.7737, 5.0319, 0.1507)
O (2.0499, 4.4645, 1.4801)
C (2.8453, 3.3835, 1.5513)
C (3.2354, 3.0199, 2.9846)
O (3.1135, 2.6890, 0.6318)
H (0.6191, 6.6603, 1.1506)
H (-0.4099, 5.5498, 0.3177)
H (0.6295, 6.7070, -0.5699)
H (1.5810, 4.3395, -0.6563)
H (2.6374, 5.5903, -0.1667)
H (2.6081, 3.5274, 3.7052)
H (4.2604, 3.3256, 3.2260)
H (3.1503, 1.9100, 3.1438)
C (-2.3555, -2.0588, 3.4411)
C (-2.2944, -1.2787, 2.1428)
O (-3.6056, -0.7528, 1.9323)
C (-4.1130, 0.3160, 2.5936)
C (-5.5929, 0.4076, 2.3663)
O (-3.5164, 1.0957, 3.3106)
H (-2.8177, -1.4590, 4.2008)
H (-1.3689, -2.3933, 3.7974)
H (-2.9188, -2.9651, 3.3095)
H (-1.5815, -0.4618, 2.1036)
H (-2.1861, -1.9699, 1.2908)
H (-5.7616, 0.7448, 1.3033)
H (-6.0466, 1.1488, 3.0099)
H (-6.1087, -0.5412, 2.4399)
C (-4.2422, 1.1969, -1.5944)
C (-5.6449, 1.8405, -1.4439)
O (-6.5882, 1.0746, -0.6486)
C (-7.1617, 0.0926, -1.3574)
C (-7.9970, -0.8152, -0.4722)
O (-7.0196, -0.1074, -2.5327)
H (-3.8060, 0.7900, -0.6612)
H (-3.5914, 2.0537, -1.7885)
H (-4.0531, 0.5065, -2.4360)
H (-5.4525, 2.7922, -0.9709)
H (-6.0967, 1.9305, -2.4160)
H (-8.8369, -0.2317, -0.0852)
H (-7.3489, -1.1495, 0.3603)
H (-8.2348, -1.6449, -1.1363)
C (3.9353, 2.3982, -4.0152)
C (3.4041, 1.4422, -2.9613)
O (2.0357, 1.0765, -3.3177)
C (1.0414, 2.0315, -3.2662)
C (-0.2853, 1.5590, -3.8745)
O (1.2460, 3.1316, -2.8565)
H (4.8384, 2.9636, -3.6595)
H (3.1299, 3.0758, -4.2862)
H (4.1459, 1.9441, -4.9600)
H (3.8934, 0.4627, -3.0652)
H (3.3705, 1.7379, -1.9050)
H (-1.0822, 2.0514, -3.3409)
H (-0.3861, 0.4885, -3.8249)
H (-0.3149, 1.9641, -4.8702)

Results
Total energy: -3692.42529 Eh
Kohn-Sham gap: 0.390 Eh
HOMO: -10.071 eV
Structure (SMILES): CCOC(C)=O.CCOC(C)=O.CCOC(C)=O.CCOC(C)=O.CCOC(C)=O.CCOC(C)=O.CCOC(C)=O.CCOC(C)=O.CCOC(C)=O.CCOC(C)=O.CCOC(C)=O.CCOC(C)=O



The following is a DFT calculation (ωB97M-V with the def2-TZVPD basis set) of a molecular structure, C47H37N8O2SV.

Element x y z (Å)
V (-0.7151, -0.2838, 0.1705)
C (-2.7141, 0.3168, 3.1552)
C (-1.6675, -0.7542, 3.2571)
C (-1.2365, -1.1687, 4.5121)
C (-0.3293, -2.2045, 4.6077)
C (0.0757, -2.8523, 3.4538)
C (-0.4090, -2.4081, 2.2371)
N (-1.2138, -1.3341, 2.1381)
C (-0.0776, -3.0945, 0.9577)
C (0.4632, -4.3699, 0.9584)
C (0.7624, -4.9730, -0.2478)
C (0.4591, -4.3032, -1.4160)
C (-0.1342, -3.0492, -1.3482)
N (-0.3756, -2.4432, -0.1813)
C (-0.5628, -2.4095, -2.6238)
C (0.3128, -2.3494, -3.6975)
C (-0.1403, -1.8033, -4.8860)
C (-1.4531, -1.3778, -4.9650)
C (-2.2769, -1.5111, -3.8489)
C (-3.7330, -1.1450, -3.9304)
N (-1.8297, -1.9998, -2.6927)
H (-3.6213, -0.0221, 3.6599)
H (-2.3871, 1.2343, 3.6459)
H (-2.9626, 0.5346, 2.1225)
H (-1.6091, -0.6658, 5.3944)
H (0.0523, -2.5163, 5.5706)
H (0.7934, -3.6550, 3.4999)
H (0.6530, -4.8827, 1.8881)
H (1.2022, -5.9607, -0.2744)
H (0.6364, -4.7574, -2.3808)
H (1.3315, -2.6963, -3.5935)
H (0.5195, -1.7204, -5.7398)
H (-1.8539, -0.9721, -5.8850)
H (-4.2007, -1.6391, -4.7829)
H (-4.2468, -1.4526, -3.0224)
H (-3.8614, -0.0688, -4.0680)
C (-5.0378, -1.1844, 0.1839)
C (-5.5880, -0.1250, -0.5217)
C (-4.7418, 0.7597, -1.1641)
C (-3.3674, 0.5696, -1.0791)
N (-2.8444, -0.3894, -0.3147)
C (-3.6615, -1.2661, 0.2723)
C (-2.3892, 1.3932, -1.8410)
C (-2.8226, 2.4122, -2.6779)
C (-1.8896, 3.1535, -3.3755)
C (-0.5563, 2.8385, -3.2249)
C (-0.1852, 1.8038, -2.3697)
N (-1.0853, 1.0949, -1.6743)
C (1.2522, 1.4219, -2.3131)
C (2.2505, 2.3700, -2.5247)
C (3.5533, 1.9330, -2.6828)
C (3.8106, 0.5746, -2.6187)
C (2.7579, -0.2851, -2.3446)
N (1.5021, 0.1236, -2.1810)
H (-5.6603, -1.9203, 0.6718)
H (-6.6602, 0.0015, -0.5854)
H (-5.1594, 1.5676, -1.7448)
H (-3.1800, -2.0476, 0.8432)
H (-3.8739, 2.6233, -2.7953)
H (-2.1995, 3.9487, -4.0398)
H (0.1986, 3.3601, -3.7930)
H (2.0132, 3.4239, -2.5684)
H (4.3529, 2.6420, -2.8529)
H (4.8108, 0.1844, -2.7449)
H (2.9315, -1.3461, -2.2376)
O (2.6662, -1.8316, 2.4242)
S (2.5072, -1.0580, 1.2113)
O (2.4160, -1.8194, -0.0092)
N (1.2561, -0.0471, 1.2566)
C (1.1672, 0.8312, 2.3340)
C (1.9974, 0.8867, 3.4391)
C (1.8545, 1.8831, 4.4207)
C (0.8997, 2.8523, 4.3239)
C (0.0187, 2.8325, 3.2205)
C (-0.9778, 3.8154, 3.0346)
C (-1.8036, 3.7464, 1.9516)
C (-1.6624, 2.6635, 1.0709)
N (-0.7594, 1.7192, 1.2081)
C (0.1232, 1.8088, 2.2508)
C (3.9472, -0.0233, 1.0989)
C (3.8568, 1.2785, 0.6346)
C (5.0083, 2.0467, 0.5419)
C (6.2355, 1.5073, 0.8978)
C (6.3171, 0.1991, 1.3573)
C (5.1694, -0.5702, 1.4696)
H (2.7717, 0.1457, 3.5600)
H (2.5344, 1.8801, 5.2629)
H (0.8054, 3.6339, 5.0660)
H (-1.0669, 4.6179, 3.7569)
H (-2.5689, 4.4875, 1.7693)
H (-2.3468, 2.5738, 0.2365)
H (2.8922, 1.6839, 0.3554)
H (4.9456, 3.0697, 0.1934)
H (7.1319, 2.1092, 0.8254)
H (7.2742, -0.2181, 1.6403)
H (5.2086, -1.5818, 1.8506)

Results
Total energy: -3743.96980 Eh
Kohn-Sham gap (alpha / beta): 0.246 / 0.255 Eh
⟨S²⟩: 3.759
Spin multiplicity: 4
Net charge: +1
HOMO (alpha / beta): -9.432 / -9.811 eV